Entry 1:
A cluster of 2 separate species, C17H22F2NO4PS2 in total. Source: OMol25; level of theory: ωB97M-V/def2-TZVPD.

HOMO-LUMO gap = 7.77 eV
Energy above the lowest of the compared OMol25 structures with the same formula, charge and spin = 932.70 kJ/mol
HOMO = -8.681 eV

Positions of all 49 atoms, in Å:
C1 2.35 -0.21 2.78
C2 0.97 0.01 1.97
C3 0.22 -1.13 1.22
C4 -1.09 -0.90 0.42
C5 -1.70 0.53 0.31
C6 -3.01 0.86 -0.53
P1 -2.81 0.45 -2.38
C7 -1.05 0.68 -3.02
C8 -0.11 -0.64 -2.85
C9 1.02 -0.74 -4.02
C10 2.44 -1.06 -3.31
C11 2.56 -2.13 -2.16
C12 3.92 -2.36 -1.47
C13 5.15 -1.54 -1.94
C14 5.07 -0.52 -3.09
C15 3.69 -0.26 -3.81
C16 -0.97 1.68 1.09
C17 0.34 1.44 1.90
H1 2.77 -1.28 2.62
H2 3.12 0.52 2.34
H3 2.18 0.03 3.88
H4 0.65 -2.19 1.28
H5 -1.61 -1.76 -0.15
H6 -3.16 2.01 -0.46
H7 -3.96 0.34 -0.15
H8 -3.24 -0.87 -2.70
H9 -3.64 1.39 -3.10
H10 -0.47 1.54 -2.52
H11 -1.07 0.91 -4.14
H12 0.41 -0.52 -1.83
H13 -0.72 -1.62 -2.90
H14 0.76 -1.52 -4.82
H15 1.11 0.31 -4.47
H16 1.59 -2.67 -1.84
H17 3.98 -3.11 -0.62
H18 6.14 -1.74 -1.41
H19 5.96 0.08 -3.47
H20 3.64 0.50 -4.67
H21 -1.37 2.74 1.09
H22 0.84 2.31 2.45
N1 -4.31 1.42 5.14
S1 -3.23 0.83 6.12
O1 -2.05 1.63 6.36
O2 -3.05 -0.60 6.13
F1 -4.01 1.04 7.51
S2 -3.80 1.43 3.65
O3 -4.61 2.24 2.77
O4 -3.37 0.17 3.08
F2 -2.45 2.27 3.71

***

Entry 2:
The ion C17H22N with charge +1. Source: OMol25; level of theory: ωB97M-V/def2-TZVPD.

HOMO-LUMO gap = 8.66 eV
Energy above the lowest of the compared OMol25 structures with the same formula, charge and spin = 1338.27 kJ/mol
HOMO = -11.610 eV
Structure (SMILES) = C=CC[C@H](C#Cc1ccccc1)[N+](C)(C)CC=C
Net charge = +1

Positions of all 40 atoms, in Å:
C1 0.00 1.14 4.13
C2 -0.11 0.32 3.08
C3 0.88 0.43 1.88
C4 0.35 0.87 0.74
C5 -0.38 -0.30 0.42
C6 -1.33 -1.13 0.03
C7 -2.11 -2.24 -0.26
C8 -1.83 -3.60 0.39
C9 -2.55 -4.63 -0.13
C10 -3.69 -4.38 -0.89
C11 -4.06 -3.24 -1.20
C12 -3.14 -2.24 -1.19
N1 1.17 1.29 -0.51
C13 2.32 0.06 -0.86
C14 0.31 1.36 -1.73
C15 2.00 2.38 -0.18
C16 2.79 2.93 -1.47
C17 2.56 4.14 -1.99
H1 -0.74 1.12 4.86
H2 0.85 2.04 4.14
H3 -0.54 -0.51 2.94
H4 1.47 -0.45 1.92
H5 1.59 1.39 2.41
H6 -0.23 1.70 0.76
H7 -1.07 -3.71 0.91
H8 -2.31 -5.64 0.58
H9 -4.29 -5.43 -0.85
H10 -4.65 -3.22 -2.02
H11 -3.46 -1.15 -1.54
H12 2.67 0.18 -1.84
H13 3.04 -0.06 -0.03
H14 1.36 -0.70 -0.98
H15 0.99 1.70 -2.36
H16 -0.22 0.50 -2.12
H17 -0.21 2.21 -1.48
H18 1.25 3.18 -0.18
H19 2.45 2.36 0.64
H20 3.72 2.30 -1.52
H21 3.30 4.32 -2.83
H22 1.81 4.72 -1.66

***

Entry 3:
A cluster of 2 separate species, C17H22N2O2 in total. Source: OMol25; level of theory: ωB97M-V/def2-TZVPD.

HOMO-LUMO gap = 8.23 eV
Energy above the lowest of the compared OMol25 structures with the same formula, charge and spin = 972.68 kJ/mol
HOMO = -7.926 eV
Structure (SMILES) = CC(C)=N[C@@H]1C[C@H](Cc2cccc(C)c2)OC1=O.CC#N

Positions of all 43 atoms, in Å:
C1 2.22 0.79 1.86
C2 2.23 0.06 0.44
C3 3.53 0.34 -0.49
N1 1.28 -0.72 -0.06
C4 1.23 -2.07 0.58
C5 -0.08 -2.72 -0.15
C6 -1.37 -2.67 0.83
C7 -2.53 -1.60 0.47
C8 -2.00 -0.17 0.97
C9 -1.99 0.29 2.46
C10 -1.44 1.66 2.93
C11 -0.87 2.60 1.81
C12 -0.90 2.19 0.33
C13 -0.32 3.12 -0.87
C14 -1.47 0.82 -0.09
O1 -0.71 -2.53 2.13
C15 0.69 -2.22 2.09
O2 1.32 -2.16 3.18
H1 3.26 1.00 2.29
H2 1.76 1.84 1.68
H3 1.56 0.30 2.65
H4 4.16 1.21 -0.07
H5 3.16 0.71 -1.52
H6 4.16 -0.59 -0.66
H7 2.22 -2.62 0.43
H8 0.28 -3.78 -0.38
H9 -0.17 -2.14 -1.13
H10 -1.84 -3.73 0.75
H11 -2.59 -1.58 -0.68
H12 -3.55 -1.89 0.89
H13 -2.38 -0.42 3.26
H14 -1.45 1.96 4.03
H15 -0.42 3.61 2.11
H16 -1.14 3.67 -1.42
H17 0.22 2.39 -1.58
H18 0.49 3.80 -0.43
H19 -1.47 0.49 -1.19
C16 -0.67 0.41 -4.99
C17 -1.19 -0.39 -3.83
N2 -1.59 -1.01 -2.92
H20 -0.40 -0.27 -5.81
H21 -1.44 1.10 -5.34
H22 0.21 0.98 -4.69

***

Entry 4:
The molecule C17H22N2O4. Source: OMol25; level of theory: ωB97M-V/def2-TZVPD.

HOMO-LUMO gap = 7.73 eV
Energy above the lowest of the compared OMol25 structures with the same formula, charge and spin = 1925.29 kJ/mol
HOMO = -8.232 eV
Structure (SMILES) = CCOc1ccc(CCNC(=O)c2cc(C)on2)cc1OCC

Positions of all 45 atoms, in Å:
C1 5.04 0.84 0.34
C2 4.84 -0.16 1.34
O1 4.54 -1.19 0.86
C3 3.34 -1.51 0.35
C4 3.25 -2.57 -0.48
C5 2.06 -2.73 -1.47
C6 0.96 -2.00 -1.17
C7 -0.35 -2.21 -1.86
C8 -0.90 -1.15 -2.43
N1 -2.18 -0.53 -2.36
C9 -2.50 0.40 -1.19
O2 -1.54 1.20 -0.54
C10 -3.89 0.49 -0.95
C11 -4.35 1.66 -0.02
C12 -5.75 1.25 -0.09
C13 -6.87 2.04 0.77
O3 -6.01 0.23 -0.71
N2 -4.74 -0.25 -1.18
C14 0.94 -0.99 -0.11
C15 2.19 -0.93 0.43
O4 2.36 0.19 1.38
C16 1.14 1.26 1.78
C17 1.54 2.04 2.68
H1 5.66 1.76 0.77
H2 5.76 0.60 -0.42
H3 4.24 1.14 -0.18
H4 4.19 0.14 2.07
H5 5.93 -0.39 1.76
H6 4.16 -3.35 -0.77
H7 1.87 -3.62 -1.95
H8 -0.23 -3.27 -2.47
H9 -1.19 -2.69 -1.12
H10 -0.95 -1.20 -3.62
H11 -0.15 -0.34 -2.33
H12 -3.09 -1.29 -2.19
H13 -3.91 2.29 0.56
H14 -7.42 1.23 1.33
H15 -7.64 2.18 -0.17
H16 -6.55 2.85 1.21
H17 0.09 -0.58 0.13
H18 0.80 1.48 0.90
H19 0.21 0.45 2.04
H20 1.95 1.77 3.57
H21 2.44 2.62 2.41
H22 0.71 2.88 3.08

***

Entry 5:
The molecule C17H22N2O4. Source: OMol25; level of theory: ωB97M-V/def2-TZVPD.

HOMO-LUMO gap = 8.30 eV
Energy above the lowest of the compared OMol25 structures with the same formula, charge and spin = 89.50 kJ/mol
HOMO = -8.184 eV
Structure (SMILES) = CCOc1ccc2[nH]c(=O)c(CN(CCO)C(=O)CC)cc2c1

Positions of all 45 atoms, in Å:
C1 4.60 -2.32 -4.89
C2 3.14 -2.54 -4.52
O1 2.86 -1.74 -3.39
C3 1.61 -1.76 -2.86
C4 0.55 -2.52 -3.35
C5 -0.69 -2.47 -2.73
C6 -0.89 -1.66 -1.62
N1 -2.11 -1.58 -1.00
C7 -2.41 -0.81 0.10
O2 -3.53 -0.82 0.58
C8 -1.29 -0.02 0.61
C9 -1.62 0.82 1.82
N2 -0.50 1.58 2.33
C10 0.28 0.97 3.38
C11 -0.31 1.26 4.77
O3 0.47 0.70 5.80
C12 -0.09 2.78 1.83
O4 0.89 3.34 2.28
C13 -0.92 3.40 0.72
C14 -2.03 4.26 1.32
C15 -0.08 -0.06 0.02
C16 0.17 -0.88 -1.12
C17 1.41 -0.95 -1.75
H1 4.77 -1.27 -5.12
H2 4.86 -2.92 -5.76
H3 5.24 -2.60 -4.06
H4 2.97 -3.60 -4.29
H5 2.49 -2.26 -5.36
H6 0.67 -3.16 -4.20
H7 -1.50 -3.06 -3.12
H8 -2.88 -2.14 -1.36
H9 -1.96 0.14 2.61
H10 -2.47 1.46 1.58
H11 1.29 1.40 3.33
H12 0.35 -0.11 3.22
H13 -0.40 2.35 4.89
H14 -1.30 0.81 4.86
H15 1.34 1.11 5.78
H16 -1.32 2.64 0.05
H17 -0.25 4.05 0.15
H18 -2.73 3.65 1.91
H19 -2.59 4.75 0.53
H20 -1.61 5.02 1.97
H21 0.74 0.53 0.40
H22 2.24 -0.36 -1.38

***

Entry 6:
A cluster of 2 separate species, C17H22N2O4 in total. Source: OMol25; level of theory: ωB97M-V/def2-TZVPD.

HOMO-LUMO gap = 7.18 eV
Energy above the lowest of the compared OMol25 structures with the same formula, charge and spin = 1857.78 kJ/mol
HOMO = -8.337 eV

Positions of all 45 atoms, in Å:
C1 2.42 4.78 -1.23
C2 2.89 4.82 0.12
H1 2.43 5.55 0.70
H2 4.05 5.04 0.10
O1 2.70 3.75 0.67
C3 3.54 2.82 0.76
O2 4.52 2.97 0.18
C4 3.17 1.45 1.51
C5 3.98 0.23 1.18
C6 3.51 -0.19 -0.24
H3 4.03 0.49 -0.74
C7 2.21 -0.39 -0.37
N1 1.36 0.95 -0.26
C8 1.59 1.21 1.42
H4 1.33 0.40 1.92
H5 1.00 2.28 1.64
C9 -0.10 1.10 -0.59
C10 -0.93 0.08 0.13
C11 -1.48 -1.17 -0.55
C12 -2.34 -1.98 0.15
C13 -1.92 -2.56 1.23
C14 -2.70 -3.45 2.07
C15 -3.84 -4.10 1.34
C16 -4.22 -3.48 0.15
C17 -3.26 -2.78 -0.66
N2 -3.95 -2.14 -1.88
O3 -3.65 -0.85 -2.35
O4 -4.56 -2.93 -2.45
H6 -5.07 -3.83 -0.49
H7 -4.52 -4.81 1.70
H8 -2.42 -4.02 2.89
H9 -1.05 -2.20 1.69
H10 -1.35 -1.10 -1.60
H11 -1.10 0.17 1.06
H12 0.02 0.94 -1.64
H13 -0.31 1.87 -0.12
H14 1.75 -1.28 0.15
H15 1.69 -0.48 -1.20
H16 4.07 -1.14 -0.38
H17 5.05 0.51 1.47
H18 3.47 -0.46 1.99
H19 3.25 1.92 2.87
H20 1.47 4.67 -1.28
H21 2.98 4.09 -1.86
H22 2.82 5.69 -1.83